[1]
123
Properties=species:S:1:pos:R:3:mulliken_charge:R:1 method="wB97M-V/def2-TZVPD" total_charge=+2
C -3.9095 -1.0199 2.6278 -1.8432
C -2.8905 -2.0815 2.9831 3.1412
C -2.0948 -1.5593 4.1720 -1.2887
O -1.2355 -0.6052 3.6169 0.2303
C -0.7711 0.3642 4.5637 -1.0653
N -3.5831 -3.3251 3.4135 -0.7365
H -2.2441 -4.6943 2.9097 0.2534
H -4.1529 -3.3034 4.2680 0.2600
H -4.2545 -3.3795 2.6836 0.2492
H -4.3705 -1.3004 1.6862 0.4639
H -3.3743 -0.1056 2.4445 0.3297
H -4.6293 -1.0377 3.4596 0.5113
H -2.2171 -2.3215 2.1780 -1.7093
H -1.4402 -2.3727 4.5402 0.2214
H -2.6231 -1.0269 4.9575 0.7407
H -1.6487 0.9550 4.8291 0.3279
H -0.1239 1.0801 4.0344 0.1493
H -0.4142 -0.0852 5.4873 0.4448
C 6.3694 2.3102 -2.5504 -0.9147
N 5.3465 2.6038 -1.5223 0.1264
C 6.0036 3.2960 -0.4773 -0.8172
C 4.1865 3.3303 -2.0354 -0.9387
C 4.7598 1.2840 -1.0402 -0.3386
C 4.3078 0.4384 -2.2324 -1.0886
O 3.0596 0.8027 -2.7943 -0.5987
H 6.9912 1.5598 -2.0368 0.3820
H 6.9685 3.2766 -2.7599 0.3434
H 5.9483 2.0137 -3.4909 0.3720
H 6.2740 4.3264 -0.7619 0.3540
H 6.9138 2.7548 -0.1205 0.3410
H 5.2831 3.2953 0.3319 0.3447
H 3.7213 2.8002 -2.8087 0.4691
H 4.5388 4.2837 -2.4512 0.4191
H 3.5402 3.5834 -1.2101 0.3871
H 3.9511 1.4687 -0.3231 0.0290
H 5.4990 0.7826 -0.4147 0.5564
H 4.2491 -0.5680 -1.7836 0.1734
H 5.0387 0.3034 -2.9794 0.8409
H 2.5281 1.0863 -1.9591 0.4566
C 1.0974 -2.4488 -2.4888 -0.5065
N -0.0830 -1.5345 -2.6802 0.6394
C 0.2280 -0.2368 -3.3932 -0.4558
C -1.0535 -2.2882 -3.5987 -0.9733
C -0.5954 -1.1122 -1.3414 -0.0681
C -1.3849 -2.0322 -0.5155 0.4734
O -0.6565 -3.0903 0.0788 -0.5493
H 0.7895 -3.2786 -1.7817 0.2548
H 1.9246 -1.8540 -2.0913 0.0191
H 1.4840 -2.9332 -3.4234 0.3417
H 0.9985 -0.2385 -4.1317 0.4094
H 0.5988 0.4310 -2.5681 -0.0606
H -0.7032 0.0403 -3.9469 0.3551
H -0.4980 -2.4293 -4.5312 0.4346
H -2.0317 -1.7637 -3.6027 0.2098
H -1.2394 -3.2223 -3.1803 0.4429
H -1.2200 -0.2477 -1.6034 0.1289
H 0.2549 -0.8019 -0.7670 -0.9156
H -2.1765 -2.3974 -1.1335 0.2780
H -1.8021 -1.3638 0.2213 -0.2379
H -1.1533 -3.6683 0.7042 0.1502
C -2.2886 3.9737 -3.1001 -1.0028
N -3.5174 4.6912 -2.6241 0.0988
C -3.8585 4.1405 -1.2259 -0.6980
C -3.1185 6.1485 -2.3605 -1.0178
C -4.6895 4.5640 -3.5421 -0.3935
C -4.5754 5.2743 -4.9365 -0.7528
O -3.9236 4.5245 -5.8984 -0.4920
H -1.8072 4.4347 -3.9471 0.3148
H -2.4832 2.9176 -3.2582 0.2393
H -1.5377 4.0035 -2.2426 0.5349
H -4.1171 3.0598 -1.2418 0.1293
H -4.6563 4.8496 -0.8878 0.4420
H -3.0465 4.3163 -0.5493 0.3463
H -4.0437 6.7507 -2.2794 0.3621
H -2.4124 6.4666 -3.0809 0.4224
H -2.5688 6.1042 -1.4559 0.4334
H -5.4966 5.0009 -3.0206 0.5049
H -4.9382 3.4990 -3.6099 0.3789
H -4.0846 6.1580 -4.7359 0.3769
H -5.5851 5.6061 -5.2314 0.3652
H -4.5010 3.8039 -6.2223 0.3787
C 3.5774 -2.5910 1.8839 -0.8811
N 2.4604 -2.5048 2.8158 0.5846
C 1.1380 -2.5371 2.0262 -0.3941
C 2.4000 -3.6589 3.6624 -0.9253
C 2.4744 -1.2209 3.5730 0.4545
C 3.6798 -0.9632 4.4526 -0.7778
O 3.4760 -1.8480 5.5561 -0.5646
H 3.5318 -3.5113 1.3608 0.4292
H 4.5178 -2.5181 2.3254 0.4439
H 3.4866 -1.7399 1.1352 0.1127
H 1.1726 -3.4718 1.5149 0.4961
H 1.2438 -1.7669 1.2682 -0.2376
H 0.2946 -2.3255 2.7476 0.1213
H 1.4433 -3.6957 4.1872 0.2934
H 3.2111 -3.7884 4.3589 0.3791
H 2.3269 -4.6099 3.0830 0.4573
H 1.5344 -1.1616 4.0852 0.2252
H 2.4354 -0.4324 2.7924 -0.2553
H 3.6234 0.1030 4.7510 0.4057
H 4.6603 -1.0945 4.0012 0.3234
H 4.2548 -1.8503 6.1298 0.3493
C -1.4693 -6.5674 4.0801 -1.3065
C -0.6130 -5.8064 3.0198 0.7858
O -1.2941 -4.7251 2.4914 -0.4387
O 0.4404 -6.1665 2.6756 -0.4969
H -0.8643 -7.2492 4.7250 0.3440
H -2.2566 -7.1772 3.6402 0.3524
H -1.9588 -5.8382 4.7217 0.3830
C 0.1355 1.6748 0.9116 -0.3828
C 1.3823 1.1663 0.1103 0.6543
O 2.1236 0.2948 0.5927 -0.5223
O 1.5408 1.6659 -1.0507 -0.8502
H -0.1123 2.7411 0.6887 0.3168
H 0.3747 1.5659 1.9950 -0.0915
H -0.7130 1.0224 0.6676 -0.0130
C -4.4900 -0.8538 -2.1447 -1.1299
C -3.5551 0.3589 -2.2477 1.1532
O -3.2130 0.8234 -1.1453 -0.6739
O -3.1306 0.7009 -3.3711 -0.7872
H -4.0784 -1.6316 -1.4604 0.0073
H -4.7535 -1.2882 -3.1201 0.3287
H -5.4670 -0.5538 -1.6997 0.4078

[2]
Entry from the Open Molecules 2025 dataset: C30H78B2BeF8N4O14 as an isolated structure at a distorted geometry (wB97M-V/def2-TZVPD).

```
137
Properties=species:S:1:pos:R:3:mulliken_charge:R:1
Be -4.2937 0.2357 0.0875 1.3495
B -0.5485 -0.4432 -0.7919 0.3850
F -0.9032 0.7329 -0.2249 -0.3770
F -1.6307 -0.9248 -1.3613 -0.2473
F 0.4509 -0.2272 -1.7017 -0.3358
F -0.2417 -1.2872 0.2334 -0.3854
B -5.2963 3.9521 -0.9237 0.5303
F -6.0727 2.8091 -0.8419 -0.3897
F -4.0688 3.4601 -0.6285 -0.3238
F -5.2894 4.5456 -2.1599 -0.3724
F -5.5664 4.8801 0.0300 -0.3823
C -3.6237 0.6720 -3.7139 -0.8336
O -4.5565 0.0390 -2.8559 -0.1116
C -5.5398 -0.7603 -3.5451 -0.7597
C -6.4677 -1.5058 -2.6416 -0.8374
N -5.6613 -2.1914 -1.6634 0.1355
C -6.4856 -2.7563 -0.5558 -0.8108
C -5.4882 -3.4319 0.3902 -0.6187
O -4.4908 -2.5620 0.8731 -0.0937
C -3.7288 -3.0817 1.9149 -0.8828
H -3.0772 1.4572 -3.1915 0.2649
H -4.0480 0.9619 -4.6752 0.3458
H -2.8655 -0.0850 -3.9145 0.3099
H -5.1802 -1.5314 -4.2265 0.4723
H -6.1593 -0.1338 -4.1867 0.4666
H -7.1165 -2.1927 -3.1850 0.3672
H -7.0056 -0.7176 -2.1147 0.4299
H -5.1488 -2.8972 -2.1726 0.0190
H -7.1475 -3.5526 -0.8962 0.3538
H -7.1412 -2.0369 -0.0651 0.4006
H -5.0472 -4.2508 -0.1782 0.4362
H -6.1092 -3.9147 1.1448 0.4201
H -3.3483 -4.0923 1.7664 0.3213
H -4.1920 -3.0332 2.9004 0.3315
H -2.8173 -2.5282 2.1402 0.2882
C 3.3081 6.1939 -2.9653 -0.7094
O 3.3807 4.9664 -3.6625 -0.2982
C 2.1435 4.4184 -4.0650 -0.6299
C 2.2790 3.0863 -4.8178 -0.6035
N 2.8770 3.2130 -6.1303 -0.3643
C 3.1695 1.9167 -6.6722 -0.6043
C 4.0321 2.1088 -7.9963 -0.6933
O 5.3058 2.6148 -7.5296 -0.3045
C 6.1252 2.9739 -8.6010 -0.7726
H 2.8355 6.1539 -1.9838 0.2473
H 2.6747 6.9056 -3.4948 0.3132
H 4.3003 6.6443 -2.9923 0.2552
H 1.7115 5.2254 -4.6567 0.3484
H 1.5648 4.2341 -3.1599 0.4248
H 1.2760 2.6785 -4.9430 0.3090
H 2.8095 2.3317 -4.2370 0.3630
H 3.6930 3.8067 -6.0882 0.2899
H 2.2821 1.3219 -6.8885 0.3733
H 3.6783 1.2953 -5.9353 0.3417
H 3.5154 2.6561 -8.7847 0.3789
H 4.2395 1.1704 -8.5107 0.4753
H 5.8174 3.9121 -9.0626 0.3154
H 6.1527 2.2507 -9.4161 0.2996
H 7.1431 3.1633 -8.2602 0.2476
C 6.8338 -1.7831 2.7807 -0.7477
O 5.4219 -2.0690 2.8829 -0.2677
C 4.9779 -3.2119 2.0746 -0.6288
C 3.4904 -3.3726 2.3416 -0.5888
N 3.2888 -3.6384 3.8144 -0.4720
C 1.8779 -3.3971 4.1069 -0.5490
C 1.5427 -3.5095 5.6493 -0.7737
O 2.1224 -2.4759 6.4561 -0.2039
C 1.8091 -2.5534 7.8107 -0.7646
H 7.1580 -0.9246 3.3688 0.2393
H 7.1646 -1.5829 1.7616 0.2731
H 7.3396 -2.6507 3.2046 0.3019
H 5.4532 -4.1326 2.4128 0.3594
H 5.1717 -2.9226 1.0417 0.4336
H 3.0048 -4.1986 1.8220 0.4270
H 3.0885 -2.4213 1.9928 0.2966
H 3.7798 -2.8501 4.2114 0.3214
H 1.2836 -4.2008 3.6721 0.3895
H 1.4263 -2.4523 3.8045 0.3173
H 1.8784 -4.4806 6.0132 0.4005
H 0.4591 -3.4788 5.7633 0.4039
H 2.2571 -1.7189 8.3501 0.2100
H 2.1461 -3.5399 8.1292 0.3216
H 0.7362 -2.5156 7.9995 0.3099
C 3.5944 4.1875 7.4953 -0.7695
O 2.4115 3.5028 7.0832 -0.3120
C 2.5351 2.5933 6.0824 -0.5920
C 1.1705 2.2076 5.3818 -0.8384
N 0.4631 3.2514 4.5966 -0.2026
C 1.1607 3.6844 3.4179 -0.4651
C 0.2931 4.7213 2.7456 -0.5961
O -0.0077 5.7963 3.6754 -0.3168
C -0.4516 6.9866 3.0756 -0.7378
H 4.0937 4.5856 6.6120 0.3172
H 4.2173 3.3544 7.8209 0.3039
H 3.6680 4.8182 8.3812 0.2865
H 2.9930 1.7359 6.5756 0.4585
H 3.1996 3.0020 5.3211 0.3362
H 0.5111 1.7692 6.1308 0.3346
H 1.4531 1.3990 4.7076 0.3850
H 0.3776 4.0465 5.2137 0.2782
H 1.2728 2.8189 2.7649 0.3804
H 2.1533 4.0783 3.6364 0.2595
H -0.6748 4.3528 2.4058 0.2776
H 0.7906 5.0141 1.8210 0.4163
H 0.0549 7.1725 2.1284 0.2937
H -0.3641 7.7919 3.8049 0.2373
H -1.5261 6.9082 2.9101 0.2718
C -2.5643 -5.7555 -3.4797 -0.3961
C -2.7414 -7.2634 -3.0997 -0.4643
O -3.2738 -7.9812 -4.2340 -0.5219
O -3.7162 -5.1733 -3.7682 -0.4499
H -1.9203 -5.5994 -4.3452 0.3025
H -2.1223 -5.0942 -2.7344 0.2944
H -3.3481 -7.3981 -2.2042 0.2808
H -1.7459 -7.6484 -2.8786 0.3169
H -2.5511 -7.8928 -4.8597 0.3288
H -4.1004 -5.6528 -4.5058 0.3235
C 2.6071 -4.2883 -3.0975 -0.4139
C 3.6055 -3.1429 -3.3422 -0.2071
O 4.9842 -3.5953 -3.5102 -0.5508
O 2.2755 -5.0867 -4.1965 -0.5240
H 1.6647 -3.9002 -2.7111 0.2582
H 3.0166 -4.9170 -2.3069 0.2954
H 3.6115 -2.3824 -2.5614 0.3248
H 3.2301 -2.6273 -4.2261 0.1937
H 5.5330 -2.8158 -3.6240 0.3049
H 1.8881 -4.4328 -4.7829 0.3208
C -4.5438 1.8767 3.8318 -0.4515
C -5.9170 1.2392 3.9908 -0.4772
O -6.3156 0.8565 2.6670 -0.4319
O -3.6217 0.9552 3.2780 -0.4052
H -4.3007 2.2427 4.8294 0.3645
H -4.6126 2.7388 3.1684 0.3130
H -6.6072 1.9778 4.3983 0.3572
H -5.9518 0.3665 4.6430 0.3396
H -7.2293 0.5665 2.7171 0.2388
H -2.7417 1.2812 3.4800 0.2527
```

One value per record, in order, for molecular weight: 683.97, 901.59 g mol⁻¹.
One value per record, in order, for LUMO energy: -3.655, -5.836 eV.